(1)
Molecular formula: C30H42MgN6OSiTe
Method: DFT, ωB97M-V/def2-TZVPD

Structure (XYZ):
```
82
C30H42MgN6OSiTe ωB97M-V/def2-TZVPD
Te 1.848 0.093 -1.364
Si -3.008 0.620 -0.043
Mg -0.127 -0.927 0.137
O 0.692 -0.091 2.255
N -1.681 0.228 0.973
N -0.742 4.546 -5.109
N -1.125 2.723 -3.531
N 0.723 2.592 -5.105
N 0.806 4.175 -3.257
N -0.812 -2.822 2.235
C 4.125 0.089 3.511
C 1.575 3.248 -4.102
C 2.394 1.556 1.896
C -2.595 1.288 3.005
C 3.683 2.004 2.129
C -0.154 0.981 4.245
C -0.796 -2.907 -0.675
C 2.829 -0.363 3.293
C 1.976 0.380 2.499
C -2.254 -2.695 2.342
C -1.195 1.589 4.946
C -2.415 1.733 4.306
C -1.554 -5.434 -1.790
C -1.074 -3.089 -2.039
C 0.151 5.153 -4.111
C -1.568 0.674 2.246
C 4.550 1.276 2.934
C -1.446 -4.309 -2.596
C -0.206 -2.791 3.549
C -2.698 -0.017 -1.771
C 0.071 3.615 -5.907
C -0.445 -4.048 1.542
C -1.259 -5.313 -0.439
C -0.876 -4.082 0.092
C -0.337 0.543 2.951
C -1.733 3.737 -4.375
C -0.228 3.380 -2.572
C -0.307 1.837 -4.371
C -3.260 2.491 -0.169
C -4.642 -0.186 0.493
H 0.878 -2.868 3.453
H 0.819 0.859 4.704
H -2.299 2.915 -0.473
H -2.390 3.254 -5.104
H 1.719 2.074 1.231
H -1.647 -4.383 -3.662
H -1.718 0.279 -2.153
H -2.689 -2.665 1.345
H -0.817 4.044 -1.933
H -0.439 5.832 -3.487
H 0.185 1.097 -3.732
H -1.853 -6.391 -2.205
H 4.802 -0.494 4.125
H 0.913 5.736 -4.639
H 4.024 2.905 1.636
H -5.469 0.141 -0.146
H 2.360 3.810 -4.618
H 2.472 -1.289 3.725
H -2.690 -3.548 2.897
H -0.848 -4.927 2.085
H -3.247 2.202 4.822
H -0.447 -1.855 4.053
H -3.998 2.751 -0.933
H -2.508 -1.770 2.858
H -0.556 -3.630 4.182
H -4.919 0.003 1.531
H -0.971 -2.238 -2.708
H -2.332 4.409 -3.753
H -1.044 1.941 5.959
H -0.580 3.131 -6.642
H 0.647 -4.124 1.582
H -3.563 1.423 2.540
H -0.958 1.331 -5.090
H 0.833 4.193 -6.441
H -1.321 -6.186 0.208
H 0.259 2.610 -1.966
H -3.552 2.960 0.772
H -3.457 0.396 -2.444
H 5.565 1.622 3.092
H 2.020 2.482 -3.464
H -4.536 -1.268 0.370
H -2.767 -1.106 -1.800
```

relative energy (zero: lowest compared OMol25 entry of this formula, charge and spin) = 15.27 kJ/mol
M = 682.7 g mol⁻¹
strongest force on any atom = 0.2 eV/A
LUMO level = 4.6 eV
electronic energy = -2329.84895 a.u.
HOMO energy = 0.240 eV
multiplicity = 1
net charge = -2

---

(2)
Molecular formula: C30H43BeBr3Cl9F8I2N4NaO19PS5
Method: DFT, ωB97M-V/def2-TZVPD

Structure (XYZ):
```
126
C30H43BeBr3Cl9F8I2N4NaO19PS5 ωB97M-V/def2-TZVPD
I 0.374 4.777 -1.515
I -2.992 4.140 -0.697
Br -1.209 -0.403 8.028
Br -1.730 -1.722 5.177
Br -2.330 1.405 5.666
Cl 0.643 -12.170 0.415
Cl -3.770 0.738 -3.603
Cl 0.388 5.317 7.325
Cl -0.247 -1.460 -2.258
Cl -0.750 5.110 9.989
Cl -2.202 -12.587 0.185
Cl 0.939 7.370 9.309
Cl -0.569 -14.517 1.582
Cl -1.043 -11.913 2.742
S -1.864 -6.351 -2.786
S 0.544 -5.054 0.901
S -1.407 -8.712 -1.707
S -6.131 6.263 -2.350
S -3.872 -3.116 -0.688
P 2.849 -3.389 -6.124
Na -7.916 3.453 0.090
F -0.004 -3.526 2.978
F 1.931 -4.478 3.082
F -1.462 -4.867 -2.362
F -2.989 -8.812 -1.682
F -8.212 5.441 -0.934
F -8.195 7.587 -1.307
F 0.153 -5.619 3.453
F -8.738 6.256 -2.880
O -5.939 7.311 -3.310
O 3.562 1.077 0.286
O 1.265 -3.490 -5.642
O -0.878 -5.194 0.672
O 1.133 -3.918 0.220
O 2.179 6.163 4.158
O -1.062 -9.359 -2.929
O -3.288 -6.278 -2.730
O 3.005 -4.804 -6.584
O -5.416 6.445 -1.098
O 2.341 -2.363 -7.310
O -0.470 1.966 2.128
O -6.054 4.920 -2.890
O 2.353 2.333 2.461
O -1.275 -6.436 -4.085
O -2.938 -0.455 2.823
O 4.411 -2.877 -6.238
O 1.291 -6.276 0.750
O -1.048 -9.376 -0.504
N -3.375 -1.949 -1.622
N 3.548 7.559 5.294
N -1.150 -7.147 -1.633
N -3.666 -2.462 0.789
C 2.989 3.125 1.480
C 1.389 3.044 3.213
C -2.183 0.493 -2.801
C 3.777 -0.049 1.133
C -0.271 2.797 -1.026
C -3.169 -1.250 0.547
C 2.624 8.357 6.178
C -1.543 2.551 -0.704
C 3.385 -1.358 0.400
C -2.287 -0.362 6.433
C -1.902 1.993 2.042
C -2.291 0.942 1.029
C -1.269 -0.586 -3.494
C -2.805 -0.247 1.512
C -2.962 -0.947 -0.844
C -2.003 -1.668 -4.293
C 3.149 7.860 2.764
C 2.911 -2.489 -8.621
C -0.792 -12.795 1.228
C -0.259 6.210 8.713
C -2.088 1.206 -0.358
C 0.763 1.688 -1.028
C 4.089 2.275 0.814
C -7.897 6.416 -1.863
C 2.872 7.116 4.024
C 0.666 -4.654 2.687
C 0.990 -4.240 -4.435
C -2.409 0.251 -1.327
C 5.451 -3.602 -6.892
C 0.061 3.238 2.463
Be 0.401 -2.054 -8.359
H -2.463 -2.430 -3.663
H 3.183 -3.520 -8.844
H 2.693 7.328 1.934
H 3.737 6.679 5.782
H 5.730 -3.056 -7.796
H -1.130 6.762 8.383
H 3.185 8.640 7.064
H 3.010 -1.148 -0.606
H 1.758 4.051 3.479
H 1.614 1.950 -1.663
H -1.230 -2.205 -4.870
H 0.299 3.783 1.533
H 4.477 2.848 -0.043
H 5.188 -4.622 -7.149
H 6.317 -3.623 -6.231
H -0.613 3.818 3.112
H 2.727 8.866 2.824
H 4.250 -2.032 0.388
H -2.256 2.998 1.779
H 3.170 -0.006 2.049
H -3.127 -1.394 2.986
H -0.557 -0.086 -4.157
H 1.231 2.493 4.150
H 1.045 1.435 -0.001
H 1.674 -3.957 -3.637
H -2.321 1.741 3.019
H 4.405 8.078 5.095
H -1.661 1.453 -2.868
H -3.300 -0.600 6.728
H 2.300 9.244 5.640
H 2.613 -1.880 0.977
H 1.066 -5.308 -4.632
H 4.226 7.925 2.597
H 2.271 3.366 0.682
H 3.471 4.027 1.901
H 4.938 2.102 1.493
H -2.702 -1.271 -5.035
H 1.781 7.728 6.452
H -0.025 -4.009 -4.125
H 2.168 -2.159 -9.366
H 3.778 -1.838 -8.715
H 4.829 -0.073 1.457
H 0.297 0.801 -1.465
```

M = 1951.6 g mol⁻¹
strongest force on any atom = 7.1 eV/A
LUMO level = -7.9 eV
electronic energy = -18584.24170 a.u.
HOMO energy = -9.545 eV
multiplicity = 1
net charge = +1

---

(3)
Molecular formula: C30H43BrCl2N2O12
Method: DFT, ωB97M-V/def2-TZVPD

Structure (XYZ):
```
90
C30H43BrCl2N2O12 ωB97M-V/def2-TZVPD
Br 1.460 2.548 -1.642
Cl 7.704 -2.226 -4.769
Cl 4.625 3.001 -1.627
O -3.907 5.396 3.754
O 0.560 -2.372 -10.648
O 2.475 -2.292 -11.842
O -6.548 -0.164 9.236
O -2.134 5.019 2.401
O -4.811 0.602 10.459
O -4.578 -0.200 8.356
O -0.393 0.557 5.137
O -1.494 -1.188 5.783
O -0.513 -1.208 3.741
O 2.320 -3.313 -9.830
O -2.085 4.234 4.412
N 5.298 -1.430 -4.128
N 6.288 0.946 -2.879
C 0.380 -0.538 -1.542
C -0.068 -1.590 -11.665
C 0.148 -0.785 -0.391
C 2.571 -2.076 -4.213
C 3.715 -3.649 -9.891
C -3.160 0.025 8.423
C -2.460 -1.061 9.212
C 7.057 0.040 -3.422
C -1.973 -2.527 5.581
C -0.777 -0.673 4.786
C 3.054 -0.787 -3.586
C 0.397 1.215 4.136
C -2.817 4.932 3.541
C -0.880 -3.551 5.799
C -2.651 7.267 1.605
C 0.424 -2.813 -5.466
C 2.175 0.105 -3.026
C 4.461 -0.522 -3.554
C 6.555 -1.129 -4.048
C -7.401 0.088 10.354
C -2.670 4.121 5.712
C 4.962 0.648 -2.954
C 1.697 -1.911 -5.481
C 2.673 1.313 -2.419
C -5.261 0.117 9.455
C 0.684 -0.157 -2.936
C -2.774 5.778 1.364
C 4.593 -2.471 -9.531
C 1.854 -2.617 -10.866
C 4.020 1.553 -2.387
H -1.603 7.546 1.731
H -2.261 5.506 0.443
H 3.958 -4.047 -10.876
H 0.325 -3.369 -6.396
H -3.184 7.564 2.507
H 8.129 0.192 -3.395
H 1.356 -0.885 -5.607
H -0.118 1.211 3.178
H 0.333 -0.908 -3.631
H -7.283 1.107 10.714
H -2.669 5.090 6.211
H -2.767 -1.050 10.257
H -0.484 -2.216 -5.365
H 3.848 -4.451 -9.167
H -2.958 1.014 8.834
H -1.380 -0.921 9.168
H 0.082 -2.033 -12.647
H 4.307 -2.068 -8.558
H 1.369 0.733 4.044
H 5.639 -2.775 -9.491
H 2.247 -2.176 -6.382
H 1.993 -2.606 -3.451
H 0.161 0.770 -3.172
H -3.064 7.823 0.763
H 0.003 -0.911 0.657
H 0.428 -3.514 -4.633
H -8.419 -0.057 10.004
H -1.129 -1.576 -11.434
H -3.816 5.471 1.268
H 0.319 -0.573 -11.651
H -0.427 -3.420 6.782
H -7.190 -0.618 11.155
H -2.812 0.016 7.394
H -3.683 3.731 5.653
H 3.399 -2.729 -4.466
H -1.289 -4.559 5.731
H 4.497 -1.669 -10.261
H -2.765 -2.661 6.316
H -2.048 3.427 6.271
H -2.704 -2.044 8.806
H -0.092 -3.450 5.053
H -2.418 -2.615 4.590
H 0.537 2.244 4.456
```

M = 774.5 g mol⁻¹
strongest force on any atom = 1.2 eV/A
LUMO level = -0.7 eV
electronic energy = -5675.72499 a.u.
HOMO energy = -8.954 eV
multiplicity = 1
net charge = 0

---

(4)
Molecular formula: C30H43BrN2P2Zn
Method: DFT, ωB97M-V/def2-TZVPD

Structure (XYZ):
```
79
C30H43BrN2P2Zn ωB97M-V/def2-TZVPD
Br -3.423 -0.273 2.120
Zn -0.747 1.129 -3.663
P 2.223 -1.199 1.337
P -2.079 -3.080 -1.458
N 0.358 0.700 3.921
N -0.965 6.972 -5.323
C -0.732 2.119 0.143
C -1.333 1.378 1.155
C 3.440 -0.445 -1.118
C -2.898 2.474 -0.882
C -1.492 2.506 -0.989
C -0.277 -3.393 -1.087
C -0.281 5.660 -3.427
C -0.928 2.592 -2.315
C -2.792 -3.068 0.277
C -0.825 1.558 5.854
C -2.719 1.095 1.088
C -0.593 3.152 -3.449
C -0.691 0.671 4.760
C 2.232 -2.861 2.149
C 3.111 -3.967 1.571
C -0.507 4.451 -4.124
C -1.088 5.843 -6.029
C -2.735 -1.158 -3.359
C 3.704 -0.364 2.072
C 0.150 -4.856 -1.270
C 5.060 -1.024 1.852
C -0.563 6.884 -4.051
C -0.820 4.570 -5.489
C -2.280 -1.306 -1.911
C 2.774 -1.600 -0.392
C -4.222 -3.597 0.510
C -3.517 1.748 0.129
C 1.337 1.579 4.159
C 0.175 2.506 6.059
C 1.287 2.521 5.207
H 0.348 2.232 0.158
H 4.142 -3.640 1.394
H -4.428 -3.620 1.591
H -2.095 -3.615 0.935
H -1.328 -0.800 -1.719
H -3.482 2.882 -1.698
H -1.931 -1.379 -4.066
H 5.219 -1.866 2.534
H 1.178 -3.180 2.122
H -0.048 -3.060 -0.058
H 1.240 -4.930 -1.386
H 5.853 -0.294 2.057
H -1.473 -0.068 4.557
H 0.269 -2.765 -1.808
H -0.485 7.833 -3.506
H 1.851 -1.888 -0.917
H 3.709 0.658 1.658
H -4.982 -2.957 0.052
H 2.708 -4.364 0.630
H 2.202 1.556 3.490
H -0.123 -5.483 -0.415
H -3.073 -0.896 -1.273
H -2.782 -2.002 0.573
H -0.302 -5.302 -2.161
H 0.092 3.237 6.869
H 5.210 -1.376 0.826
H 3.006 0.526 -0.851
H 3.312 -0.580 -2.196
H -0.941 3.690 -6.114
H 3.161 -4.810 2.274
H 3.497 -0.263 3.150
H -4.358 -4.610 0.124
H 3.424 -2.480 -0.380
H -3.575 -1.842 -3.553
H -4.577 1.507 0.059
H 2.483 -2.694 3.208
H -3.064 -0.123 -3.543
H 4.519 -0.398 -0.934
H 2.107 3.228 5.303
H -1.715 1.465 6.491
H -0.709 0.947 1.942
H -1.438 5.956 -7.061
H 0.036 5.654 -2.391
```

relative energy (zero: lowest compared OMol25 entry of this formula, charge and spin) = 0.00 kJ/mol
M = 638.9 g mol⁻¹
strongest force on any atom = 4.9 eV/A
LUMO level (spin up / spin down) = -9.6 / -9.6 eV
electronic energy = -6313.66259 a.u.
HOMO energy (spin up / spin down) = -12.245 / -12.246 eV
multiplicity = 1
net charge = +2

---

(5)
Molecular formula: C30H43Cl3N5O3SiTi
Method: DFT, ωB97M-V/def2-TZVPD

Structure (XYZ):
```
86
C30H43Cl3N5O3SiTi ωB97M-V/def2-TZVPD
Ti 0.000 0.000 0.000
Cl -0.274 1.217 -1.958
Cl -2.245 0.142 0.555
Cl -0.650 3.432 -7.273
Si -0.396 4.844 -5.736
O -0.018 -1.701 -0.789
O 0.384 1.798 1.011
O 2.103 -0.096 -0.267
N 2.788 -1.752 -1.686
N -0.107 3.987 1.360
N 0.310 -0.803 1.931
N 0.280 -0.745 4.184
N -0.450 1.573 10.612
C -1.449 -2.060 -3.407
C 1.124 -1.763 2.418
C 0.068 -0.293 5.546
C -1.450 4.291 -4.298
C 0.798 -0.228 7.878
C -2.264 -5.349 1.349
C 2.298 -1.107 -2.892
C -1.075 -3.694 0.048
C 3.252 -3.115 -1.826
C 1.418 4.861 -5.295
C -0.354 1.166 9.533
C -0.206 -0.210 3.040
C -0.548 -4.306 -2.718
C -0.331 2.793 0.806
C -1.117 1.076 7.188
C -0.978 5.109 1.086
C 0.943 -0.705 6.575
C 2.605 -1.211 -0.490
C -1.082 -2.589 -0.982
C -1.006 -3.089 -2.419
C 1.021 4.212 2.241
C -2.262 -4.315 0.425
C 0.111 -4.123 0.634
C -0.957 6.495 -6.405
C -0.234 0.659 8.191
C 0.118 -5.163 1.553
C 1.099 -1.735 3.788
C -0.374 -4.911 -4.070
C -1.071 -5.784 1.912
C -0.966 0.610 5.873
H -2.036 -2.060 -0.878
H 3.616 -3.487 -0.872
H -2.536 -1.950 -3.373
H -1.660 0.959 5.122
H 1.683 -2.376 4.432
H 1.586 3.292 2.325
H 1.751 3.883 -4.953
H -1.197 2.741 0.147
H 2.968 -1.836 0.338
H -0.860 0.650 3.005
H 1.662 4.996 1.838
H 2.430 -3.749 -2.161
H -3.193 -3.981 -0.016
H -0.282 -4.960 -1.894
H -0.419 5.923 0.623
H -1.428 5.480 2.008
H -3.198 -5.820 1.630
H 3.110 -1.019 -3.612
H 1.614 5.578 -4.497
H 1.025 -3.616 0.364
H 1.755 -2.421 1.877
H 1.500 -0.545 8.640
H -1.148 3.308 -3.941
H 1.768 -1.374 6.377
H -0.850 7.273 -5.648
H -1.915 1.770 7.422
H -2.002 6.465 -6.707
H -1.069 -6.596 2.628
H 1.053 -5.492 1.989
H -0.369 6.790 -7.272
H 0.676 4.519 3.228
H 2.030 5.139 -6.151
H 1.498 -1.708 -3.316
H -0.606 -4.226 -4.880
H -2.501 4.235 -4.576
H -1.013 -5.789 -4.189
H -1.770 4.804 0.411
H 1.898 -0.132 -2.644
H -1.174 -2.295 -4.431
H 0.652 -5.262 -4.216
H -1.362 4.989 -3.465
H 4.060 -3.167 -2.554
H -1.039 -1.085 -3.148
```

relative energy (zero: lowest compared OMol25 entry of this formula, charge and spin) = 0.00 kJ/mol
M = 704.0 g mol⁻¹
strongest force on any atom = 3.1 eV/A
LUMO level (spin up / spin down) = -0.5 / -0.5 eV
electronic energy = -4188.27268 a.u.
HOMO energy (spin up / spin down) = -6.606 / -8.318 eV
multiplicity = 2
net charge = 0